[1]
C38H63BaF4N11OP as an isolated structure in a non-equilibrium geometry, computed with the ωB97M-V functional and the def2-TZVPD basis.

Summary:
- DFT total energy (Ha) = -2929.5874
- energy relative to the best compared isomer or geometry (same formula, charge and spin) (kcal/mol) = 10.77
- total charge = +1
- LUMO energy (eV) = -2.588

Cartesian coordinates (Å):
1 Ba 0.426 -0.604 0.584
2 P -1.825 -1.956 3.408
3 F 4.947 1.175 0.948
4 F 2.429 0.786 1.546
5 F 1.219 3.814 -1.963
6 F 3.767 4.254 -2.406
7 O 2.234 -2.277 0.654
8 N -0.962 -3.156 4.146
9 N 3.806 -2.773 -0.856
10 N 0.370 1.967 0.131
11 N 1.969 -0.705 -2.214
12 N -0.798 -3.721 -0.131
13 N -1.412 -1.788 1.914
14 N -3.186 2.192 -0.206
15 N -1.893 -0.559 -1.390
16 N -3.455 -2.200 3.599
17 N -3.696 -1.265 -3.503
18 N -1.581 -0.599 4.340
19 C 3.451 3.403 -1.420
20 C -4.185 -2.930 2.565
21 C 2.117 3.195 -1.153
22 C -4.859 -3.207 5.378
23 C 1.831 0.413 -2.926
24 C 3.030 -0.468 -4.776
25 C 3.427 -2.445 0.385
26 C 4.461 2.744 -0.742
27 C -2.380 0.602 4.096
28 C 2.651 -1.717 -2.765
29 C -1.966 2.508 0.542
30 C -4.197 1.694 0.721
31 C -1.179 -3.525 5.539
32 C 2.341 0.586 -4.202
33 C -1.538 -0.353 -2.784
34 C -4.251 -1.935 4.793
35 C -2.443 1.458 5.354
36 C -4.123 -1.411 -2.063
37 C -1.367 -5.031 5.676
38 C -4.750 -4.239 3.101
39 C -2.750 -0.106 -3.672
40 C -0.205 -0.271 4.716
41 C 1.640 2.291 -0.165
42 C -0.728 2.805 -0.323
43 C -0.194 0.553 5.997
44 C 3.184 -1.635 -4.045
45 C 0.021 -5.332 3.607
46 C -0.193 -5.780 5.050
47 C 4.041 1.860 0.227
48 C -1.037 1.813 5.829
49 C -3.684 3.372 -0.901
50 C 0.190 -3.820 3.537
51 C 2.708 1.647 0.500
52 C 2.845 -2.965 -1.937
53 C -0.400 -3.757 -1.228
54 C 4.511 -2.296 1.415
55 C -2.869 -1.632 -1.234
56 C -5.636 -3.977 4.314
57 H -1.738 1.645 1.170
58 H -4.812 -2.253 -2.006
59 H -2.294 -5.317 5.168
60 H -3.634 -1.421 5.528
61 H -3.959 4.173 -0.200
62 H -6.506 -3.386 4.004
63 H 3.447 -0.383 -5.771
64 H 0.834 0.807 6.260
65 H -3.292 0.786 -3.358
66 H -0.600 -0.061 6.807
67 H -0.841 -5.609 2.994
68 H -2.494 -0.032 -4.728
69 H 1.101 -3.530 4.084
70 H 4.065 -1.995 2.358
71 H -5.129 1.494 0.188
72 H -6.020 -4.912 4.724
73 H 5.229 -1.537 1.103
74 H -1.928 1.193 3.285
75 H -3.518 -3.111 1.722
76 H 0.300 -3.499 2.504
77 H -4.063 -3.842 5.775
78 H 0.279 0.314 3.914
79 H -0.862 0.496 -2.873
80 H -0.995 2.632 -1.378
81 H -4.422 2.418 1.518
82 H -1.230 -2.623 1.315
83 H 1.893 -3.274 -1.504
84 H 0.896 -5.818 3.172
85 H -3.214 -2.126 -3.780
86 H -1.079 2.373 6.765
87 H -3.130 -1.725 -0.179
88 H 4.790 -2.851 -1.055
89 H -2.397 -2.580 -1.506
90 H -3.377 0.307 3.770
91 H -2.970 0.903 6.136
92 H -0.361 -6.857 5.100
93 H -4.506 -1.162 -4.113
94 H -3.915 -4.889 3.380
95 H -0.312 -3.209 6.138
96 H 1.288 1.218 -2.447
97 H -3.020 2.362 5.150
98 H -2.165 3.346 1.228
99 H -1.477 -5.292 6.731
100 H -0.487 3.869 -0.248
101 H -2.924 3.760 -1.577
102 H -4.641 -0.489 -1.803
103 H 0.361 -1.194 4.840
104 H -5.309 -4.750 2.313
105 H 5.040 -3.239 1.548
106 H -5.014 -2.296 2.213
107 H -4.572 3.118 -1.484
108 H -2.043 -2.987 5.927
109 H -3.850 0.769 1.189
110 H 5.503 2.914 -0.958
111 H -5.067 -1.251 4.518
112 H 3.204 -3.775 -2.571
113 H -5.508 -2.941 6.215
114 H 0.713 -5.574 5.631
115 H -0.562 2.467 5.089
116 H 2.207 1.528 -4.716
117 H -0.995 -1.238 -3.137
118 H 3.718 -2.480 -4.459
119 H -2.281 0.313 -1.015

These are the Löwdin partial charges, in e, on atoms 1 to 4: atom 1 (Ba): 1.862, atom 2 (P): 0.590, atom 3 (F): 0.084, atom 4 (F): -0.102

=====

[2]
C38H64BN10O2SSbTc as an isolated structure in a non-equilibrium geometry, computed with the ωB97M-V functional and the def2-TZVPD basis.

Summary:
- 2S+1 = 4
- expectation value of S² = 3.776
- DFT total energy (Ha) = -2928.1190
- total charge = +2
- LUMO energy (spin up / spin down) (eV) = -5.614 / -7.321

Cartesian coordinates (Å):
1 Sb 1.581 1.192 -3.277
2 Tc -0.365 -0.293 0.696
3 S 0.271 2.112 0.381
4 O -1.135 0.358 2.382
5 O -2.088 0.185 -0.593
6 N 2.049 -1.810 1.526
7 N -0.009 4.357 1.782
8 N -0.938 -2.139 1.498
9 N 1.463 -0.605 1.565
10 N -3.508 1.674 -1.529
11 N 0.930 -2.683 -0.520
12 N -4.279 -0.390 -0.771
13 N -0.854 2.580 2.852
14 N 0.306 -1.533 -0.838
15 N -0.051 -3.129 1.649
16 C 0.657 1.732 -6.310
17 C 0.822 -3.552 -1.530
18 C -1.943 5.585 2.695
19 C -1.746 1.096 4.513
20 C 0.864 4.192 -3.162
21 C 2.900 3.821 -4.565
22 C 4.597 0.569 -4.025
23 C -1.872 -3.717 2.747
24 C -1.730 -0.226 4.967
25 C 3.265 -1.502 -3.654
26 C 3.281 -1.731 2.046
27 C -2.796 1.764 6.567
28 C -0.194 -1.686 -2.067
29 C 3.537 -0.091 -3.175
30 C 3.897 -0.080 -1.702
31 C 0.687 5.081 0.739
32 C -0.256 3.048 1.771
33 C 2.105 5.474 1.152
34 C 0.103 -2.955 -2.550
35 C 0.265 0.808 -5.177
36 C -5.648 0.010 -0.526
37 C -0.591 -4.102 2.393
38 C 2.171 3.436 -3.298
39 C -2.276 2.096 5.328
40 C -2.499 2.710 -1.423
41 C -4.539 1.896 -2.526
42 C 2.330 0.245 2.119
43 C 0.452 -0.638 -5.600
44 C -1.216 1.350 3.163
45 C -4.021 -1.806 -0.638
46 C -2.042 -2.468 2.160
47 C -2.772 0.451 7.013
48 C -3.257 0.478 -0.940
49 C -1.163 1.086 -4.735
50 C 3.037 3.656 -2.073
51 C -2.227 -0.544 6.214
52 C 3.506 -0.423 2.436
53 C -0.493 5.157 2.901
54 B 1.312 -3.016 0.941
55 H -1.517 2.331 -1.720
56 H -1.297 2.127 -4.453
57 H 2.546 6.085 0.370
58 H -3.225 2.531 7.194
59 H 3.121 -0.556 -1.101
60 H -5.697 1.074 -0.309
61 H 0.419 -1.329 -4.760
62 H 3.193 4.724 -1.939
63 H -0.759 -0.895 -2.520
64 H -4.472 -2.337 -1.478
65 H -0.398 4.564 3.813
66 H 0.201 4.024 -4.009
67 H -2.440 3.068 -0.393
68 H -5.305 2.589 -2.169
69 H 0.098 1.439 -7.200
70 H 2.088 1.279 2.270
71 H -6.296 -0.238 -1.369
72 H 3.179 -1.549 -4.736
73 H 2.724 4.594 1.302
74 H -0.179 -3.396 -3.483
75 H -3.181 0.195 7.979
76 H -2.891 -1.813 2.194
77 H 4.275 0.669 -5.059
78 H 0.346 3.906 -2.248
79 H -1.838 0.874 -5.561
80 H 4.875 1.545 -3.639
81 H 0.723 4.457 -0.154
82 H -2.949 -1.990 -0.632
83 H 2.557 3.268 -1.175
84 H 4.822 -0.637 -1.555
85 H 0.139 6.042 2.982
86 H 1.938 -4.008 1.022
87 H -6.007 -0.539 0.348
88 H 4.057 0.928 -1.327
89 H 2.365 -1.920 -3.213
90 H -4.458 -2.195 0.280
91 H 2.271 3.737 -5.446
92 H -2.040 6.192 1.797
93 H 4.094 -2.148 -3.358
94 H -2.768 3.542 -2.069
95 H -2.195 -1.562 6.572
96 H -4.081 2.320 -3.423
97 H 3.914 -2.591 2.127
98 H 1.240 -4.535 -1.470
99 H -5.005 0.957 -2.806
100 H 0.415 2.771 -6.105
101 H -0.057 -5.004 2.622
102 H 1.715 1.648 -6.550
103 H -1.318 -0.990 4.322
104 H -0.350 -0.916 -6.284
105 H 1.069 5.261 -3.118
106 H 3.213 4.862 -4.488
107 H 4.019 3.202 -2.178
108 H 0.111 5.983 0.517
109 H 4.383 -0.010 2.890
110 H -2.302 3.112 4.967
111 H 5.495 -0.051 -4.022
112 H -1.471 0.466 -3.895
113 H -2.270 6.183 3.540
114 H 2.107 6.060 2.067
115 H -2.593 4.718 2.611
116 H 1.387 -0.768 -6.135
117 H 3.797 3.230 -4.715
118 H -2.577 -4.247 3.353

These are the Löwdin partial charges, in e, on atoms 1 to 4: atom 1 (Sb): 1.551, atom 2 (Tc): 1.608, atom 3 (S): 0.727, atom 4 (O): -0.205

=====

- The highest total charge belongs to which entry?
  C38H64BN10O2SSbTc

=====

- Which of these has the lowest total charge?
  C38H63BaF4N11OP

=====

- What is the formula in the second record?
  C38H64BN10O2SSbTc

=====

- The highest DFT total energy belongs to which entry?
  C38H64BN10O2SSbTc